ORCA calculation (ωB97M-V/def2-TZVPD) on 2 unconnected molecules or ions with the total composition CH6N3O2P in a non-equilibrium geometry.

Its charge is 0. Its SMILES is C#[N+][O-].N[PH](N)=O. The calculation puts the electronic energy at -18986.4429 eV.

Last column: Mulliken charge in e.
CARTESIAN COORDINATES (ANGSTROEM)
C 1.10248 2.79904 0.01942  -0.304
N 1.34650 1.69901 0.07558  0.446
N 0.33210 -1.38013 -1.20320  -0.509
N -1.07530 -0.99701 1.31089  -0.389
O -1.23344 0.77860 -0.54476  -0.603
O 1.76707 0.59986 0.19135  -0.610
P -0.91984 -0.65832 -0.35840  0.587
H 1.10611 3.83739 0.03421  0.457
H -1.95287 -1.42052 -1.01689  -0.004
H 0.66256 -2.30014 -0.86273  0.251
H 1.08640 -0.82014 -1.38764  0.284
H -1.11846 -0.27157 1.96247  0.211
H -1.10331 -1.86606 1.77971  0.183